Molecular formula: C38H38ClEuN5O3S2
Method: DFT, ωB97M-V with the def2-TZVPD basis set

The LUMO energy (alpha / beta) comes out at -0.432 / -0.420 eV. Its net charge is 0. The energy above the lowest of the compared OMol25 structures with the same formula, charge and spin is 107.74 kJ/mol. The spin multiplicity is 8. As for the total energy: -3937.252264 Ha. The value obtained for the HOMO energy (alpha / beta) is -6.2 / -7.1 eV.

Each line ends with the Löwdin charge.
Atoms and positions in Å:
Eu 0.21 -0.78 -1.28  1.68
C -1.44 -5.12 -0.58  -0.03
C -1.32 -5.75 -1.83  -0.06
C -0.95 -5.04 -2.92  -0.02
C -0.72 -3.68 -2.82  -0.20
N -0.92 -3.05 -1.68  -0.01
C -1.28 -3.76 -0.60  -0.17
C -0.34 -2.80 -3.99  -0.23
C 0.09 -3.37 -5.18  0.03
C 0.37 -2.48 -6.19  -0.05
C 0.27 -1.12 -6.05  -0.04
C -0.14 -0.65 -4.84  -0.17
N -0.40 -1.54 -3.82  0.12
C -0.31 0.76 -4.41  -0.21
C -0.70 1.74 -5.32  -0.01
C -1.01 2.96 -4.88  -0.08
C -1.03 3.18 -3.53  -0.04
C -0.51 2.23 -2.68  -0.14
N -0.13 1.07 -3.14  0.02
H -1.76 -5.58 0.42  0.14
H -1.43 -6.84 -1.99  0.12
H -0.86 -5.59 -3.83  0.11
H -1.42 -3.19 0.33  0.05
H 0.25 -4.41 -5.26  0.11
H 0.73 -2.82 -7.15  0.12
H 0.60 -0.43 -6.85  0.14
H -0.79 1.32 -6.36  0.14
H -1.41 3.76 -5.51  0.13
H -1.51 4.06 -3.11  0.11
H -0.41 2.49 -1.64  0.09
S 0.32 -1.62 1.51  0.60
C -0.04 -0.11 2.24  -0.71
N -0.44 0.02 3.53  -0.12
C -0.61 1.25 4.19  -0.11
C -1.20 2.25 3.20  -0.11
N -0.35 2.29 2.04  -0.12
C 0.18 3.64 1.75  -0.17
C 1.25 4.15 2.62  -0.24
C 2.07 3.20 3.21  -0.04
C 3.04 3.67 4.08  -0.06
C 3.17 5.01 4.45  -0.07
C 2.36 5.93 3.78  -0.08
C 1.46 5.50 2.80  -0.04
C 0.27 1.12 1.59  -0.67
S 1.57 1.33 0.36  0.50
C -0.89 -1.16 4.26  -0.15
C -2.23 -1.07 4.87  -0.23
C -3.33 -0.69 4.12  -0.02
C -4.58 -0.66 4.75  -0.07
C -4.67 -0.91 6.09  -0.08
C -3.54 -1.25 6.84  -0.07
C -2.32 -1.29 6.24  -0.04
H 0.37 1.54 4.56  0.13
H -1.37 1.09 4.95  0.13
H -1.21 3.20 3.70  0.12
H -2.20 2.03 2.92  0.12
H -0.68 4.30 1.78  0.12
H 0.57 3.57 0.70  0.08
H 1.91 2.17 3.03  0.07
H 3.81 3.03 4.46  0.10
H 3.86 5.30 5.15  0.07
H 2.34 6.94 4.12  0.09
H 0.84 6.27 2.29  0.13
H -0.13 -1.28 5.03  0.13
H -0.83 -1.95 3.55  0.05
H -3.32 -0.60 3.04  0.12
H -5.42 -0.37 4.20  0.09
H -5.65 -0.95 6.50  0.10
H -3.60 -1.50 7.86  0.09
H -1.46 -1.59 6.82  0.11
C 4.60 -0.77 -2.36  -0.01
C 3.29 -1.09 -3.12  -0.44
C 3.43 -1.12 -4.64  0.00
O 2.37 0.02 -2.81  -0.15
C 2.84 -2.45 -2.40  -0.65
O 1.81 -2.29 -1.72  -0.19
O 3.50 -3.43 -2.63  0.07
H 4.96 0.16 -2.63  0.06
H 5.29 -1.61 -2.54  0.10
H 4.40 -0.72 -1.26  0.11
H 2.53 -1.39 -5.18  0.05
H 4.28 -1.76 -4.89  0.10
H 3.62 -0.14 -5.01  0.07
H 2.84 0.68 -2.26  0.07
Cl -3.27 -0.97 -1.99  0.36
C -2.28 -0.30 -0.67  -0.79
H -2.49 -0.88 0.24  -0.06
H -2.76 0.69 -0.63  -0.06


Molecular formula: C38H38CoN4O4P2S
Method: DFT, ωB97M-V with the def2-TZVPD basis set

The LUMO energy (alpha / beta) comes out at -4.318 / -4.328 eV. Its net charge is +1. The energy above the lowest of the compared OMol25 structures with the same formula, charge and spin is 0.00 kJ/mol. As for the total energy: -4454.209861 Ha. The value obtained for the HOMO energy (alpha / beta) is -10.1 / -10.1 eV.

Each line ends with the Löwdin charge.
Atoms and positions in Å:
Co 1.11 -0.47 0.14  0.27
C -6.12 0.42 0.26  -0.42
S -6.15 0.34 2.06  0.80
C -4.54 -0.47 2.30  -0.51
C -3.38 0.51 2.37  -0.26
C -2.04 -0.16 2.11  -0.31
N -1.98 -0.57 0.72  -0.18
P -0.87 -1.48 0.10  0.89
C -1.41 -1.93 -1.57  -0.30
C -0.64 -2.82 -2.33  -0.09
C -1.03 -3.13 -3.62  -0.07
C -2.20 -2.58 -4.15  -0.07
C -2.97 -1.72 -3.38  -0.07
C -2.57 -1.38 -2.09  -0.08
C -0.55 -3.06 0.93  -0.31
C 0.72 -3.63 0.97  -0.09
C 0.90 -4.87 1.57  -0.06
C -0.19 -5.53 2.14  -0.06
C -1.45 -4.96 2.09  -0.06
C -1.64 -3.73 1.48  -0.07
P 0.21 1.67 -0.19  1.25
C -1.36 2.49 0.14  -0.38
C -1.43 3.20 1.34  -0.10
C -2.58 3.91 1.66  -0.06
C -3.66 3.89 0.79  -0.05
C -3.59 3.18 -0.40  -0.07
C -2.44 2.47 -0.73  -0.07
C 1.28 2.89 -0.91  -0.34
C 0.79 4.11 -1.38  -0.05
C 1.63 4.97 -2.07  -0.05
C 2.96 4.61 -2.27  -0.05
C 3.46 3.42 -1.78  -0.06
C 2.63 2.55 -1.09  -0.08
H -6.94 1.07 -0.06  0.03
H -6.26 -0.57 -0.18  0.04
H -5.17 0.85 -0.09  0.01
H -4.40 -1.15 1.46  0.06
H -4.62 -1.06 3.21  0.07
H -3.38 1.01 3.34  0.12
H -3.52 1.28 1.60  0.06
H -1.92 -1.02 2.79  0.11
H -1.23 0.54 2.35  0.08
H 0.25 -3.27 -1.91  0.11
H -0.44 -3.82 -4.21  0.11
H -2.51 -2.84 -5.15  0.11
H -3.88 -1.31 -3.79  0.11
H -3.15 -0.70 -1.48  0.09
H 1.57 -3.13 0.53  0.09
H 1.88 -5.33 1.60  0.11
H -0.05 -6.49 2.61  0.11
H -2.30 -5.48 2.52  0.11
H -2.63 -3.28 1.44  0.11
H -0.59 3.21 2.03  0.12
H -2.63 4.47 2.58  0.12
H -4.56 4.44 1.03  0.12
H -4.43 3.17 -1.08  0.12
H -2.40 1.92 -1.66  0.10
H -0.25 4.38 -1.22  0.11
H 1.25 5.91 -2.44  0.11
H 3.61 5.29 -2.81  0.11
H 4.50 3.16 -1.92  0.11
H 3.01 1.63 -0.68  0.08
O 1.03 -0.61 2.00  -0.20
N 2.14 -0.48 2.65  0.07
N 3.12 -0.25 1.90  -0.17
O 2.98 -0.15 0.59  -0.14
C 4.45 -0.09 2.46  -0.16
C 5.52 -0.01 1.59  -0.01
C 6.80 0.14 2.12  -0.06
C 6.99 0.21 3.49  -0.07
C 5.90 0.13 4.34  -0.06
C 4.62 -0.01 3.84  -0.01
H 5.35 -0.08 0.53  0.11
H 7.64 0.20 1.44  0.11
H 7.99 0.32 3.89  0.11
H 6.04 0.20 5.41  0.11
H 3.76 -0.07 4.50  0.11
O 2.81 -2.22 -2.05  0.12
C 2.17 -1.32 -2.51  -0.44
C 2.07 -0.86 -3.95  -0.04
C 0.94 0.17 -3.95  -0.03
C 0.64 0.32 -2.49  -0.42
O -0.15 1.18 -1.97  -0.10
N 1.31 -0.52 -1.73  0.05
H 1.89 -1.72 -4.60  0.13
H 3.03 -0.42 -4.24  0.13
H 0.04 -0.15 -4.47  0.13
H 1.23 1.14 -4.36  0.14


Molecular formula: C38H38N3O7
Method: DFT, ωB97M-V with the def2-TZVPD basis set

The LUMO energy comes out at -4.096 eV. Its net charge is +1. As for the total energy: -2161.488560 Ha. The value obtained for the HOMO energy is -10.9 eV.

Each line ends with the Löwdin charge.
Atoms and positions in Å:
C 1.64 3.27 -2.20  -0.05
C 2.77 4.30 -2.03  -0.23
O 3.54 4.05 -0.85  -0.14
C 4.80 3.47 -1.03  -0.20
C 4.91 2.20 -0.22  -0.13
O 4.70 2.55 1.17  -0.02
N 5.28 1.63 2.03  -0.03
C 4.99 0.20 2.00  -0.02
C 6.41 -0.47 2.13  -0.25
C 6.85 -1.50 1.10  -0.14
C 5.85 -2.63 0.87  -0.17
C 5.17 -3.17 2.11  -0.26
O 6.12 -3.69 3.03  -0.05
N 7.32 0.70 2.18  0.15
C 6.59 1.82 2.27  -0.31
N 7.14 2.99 2.62  0.23
H 1.62 2.85 -3.20  0.07
H 1.76 2.45 -1.49  0.07
H 0.67 3.73 -2.00  0.06
H 3.41 4.34 -2.91  0.11
H 2.35 5.30 -1.90  0.12
H 5.00 3.21 -2.08  0.14
H 5.58 4.18 -0.72  0.13
H 5.88 1.71 -0.36  0.13
H 4.12 1.50 -0.52  0.13
H 4.32 -0.11 1.21  0.14
H 4.49 -0.04 2.94  0.13
H 6.43 -0.88 3.14  0.14
H 7.80 -1.92 1.45  0.13
H 7.05 -0.98 0.16  0.12
H 6.40 -3.47 0.42  0.12
H 5.11 -2.33 0.13  0.12
H 4.51 -2.44 2.60  0.11
H 4.53 -4.01 1.82  0.13
H 6.23 -3.08 3.78  0.09
H 8.02 0.77 1.44  0.17
H 7.66 3.05 3.48  0.14
H 6.99 3.84 2.09  0.13
C -1.78 6.45 0.46  -0.05
C -0.89 5.39 0.37  -0.06
C -1.35 4.09 0.45  -0.01
C -2.71 3.84 0.63  -0.08
C -3.60 4.91 0.73  -0.08
C -3.13 6.22 0.64  0.00
C -5.06 4.67 0.95  -0.27
O -5.83 5.60 1.03  0.12
C -5.52 3.26 1.08  -0.08
C -6.86 3.01 1.33  0.00
C -7.31 1.71 1.44  -0.05
C -6.43 0.64 1.29  -0.04
C -5.09 0.89 1.05  0.00
C -4.63 2.19 0.94  -0.08
C -3.18 2.43 0.69  -0.27
O -2.40 1.51 0.55  0.08
H -1.42 7.47 0.39  0.11
H 0.17 5.58 0.23  0.10
H -0.67 3.25 0.38  0.11
H -3.84 7.03 0.71  0.12
H -7.54 3.85 1.43  0.12
H -8.36 1.52 1.63  0.11
H -6.79 -0.37 1.37  0.11
H -4.39 0.07 0.94  0.10
C -6.25 -7.92 -1.94  -0.05
C -5.39 -8.23 -2.98  -0.05
C -4.34 -7.38 -3.31  0.00
C -4.16 -6.20 -2.59  -0.08
C -5.03 -5.88 -1.55  -0.08
C -6.07 -6.75 -1.22  0.00
C -4.88 -4.61 -0.78  -0.28
O -5.63 -4.33 0.13  0.11
C -3.77 -3.69 -1.17  -0.08
C -3.63 -2.48 -0.51  0.00
C -2.61 -1.61 -0.85  -0.05
C -1.72 -1.96 -1.86  -0.06
C -1.85 -3.16 -2.53  0.00
C -2.88 -4.03 -2.19  -0.08
C -3.02 -5.31 -2.95  -0.28
O -2.23 -5.61 -3.82  0.11
H -7.06 -8.59 -1.68  0.11
H -5.53 -9.14 -3.55  0.11
H -3.67 -7.61 -4.12  0.12
H -6.73 -6.49 -0.40  0.12
H -4.34 -2.24 0.28  0.11
H -2.51 -0.67 -0.33  0.08
H -0.92 -1.28 -2.12  0.10
H -1.17 -3.44 -3.32  0.12


Molecular formula: C38H39BF4N4NaO2P2Te
Method: DFT, ωB97M-V with the def2-TZVPD basis set

The LUMO energy comes out at 1.787 eV. Its net charge is -1. As for the total energy: -3378.653695 Ha. The value obtained for the HOMO energy is -3.7 eV.

Each line ends with the Löwdin charge.
Atoms and positions in Å:
Na 0.12 0.37 -0.35  0.10
Te 0.45 -3.14 2.22  1.31
C -0.55 -3.88 3.97  -0.52
C -1.88 -4.27 3.94  -0.13
C -2.51 -4.64 5.12  -0.17
N -1.90 -4.65 6.31  0.04
C -0.62 -4.29 6.33  -0.17
C 0.09 -3.91 5.20  -0.14
C -0.75 -1.33 2.30  -0.88
P 0.58 -0.11 2.31  0.85
C 1.29 -0.43 3.98  -0.44
C 0.47 -0.39 5.11  -0.10
C 0.99 -0.64 6.36  -0.09
C 2.34 -0.94 6.51  -0.11
C 3.17 -0.98 5.39  -0.10
C 2.64 -0.72 4.14  -0.12
C -0.16 1.54 2.73  -0.35
C -1.38 2.02 2.23  -0.10
C -1.77 3.34 2.41  -0.08
C -0.95 4.22 3.10  -0.11
C 0.25 3.77 3.63  -0.10
C 0.64 2.45 3.45  -0.12
P -1.89 -1.05 0.91  0.93
C -2.05 -2.62 -0.03  -0.39
C -3.07 -3.56 0.09  -0.10
C -3.08 -4.70 -0.71  -0.09
C -2.06 -4.92 -1.63  -0.10
C -1.03 -4.01 -1.74  -0.08
C -1.03 -2.87 -0.96  -0.14
C -3.51 -1.10 1.82  -0.38
C -3.60 -1.34 3.19  -0.10
C -4.83 -1.44 3.82  -0.09
C -6.00 -1.28 3.10  -0.11
C -5.93 -1.00 1.74  -0.11
C -4.70 -0.90 1.11  -0.12
H -2.43 -4.28 3.00  0.09
H -3.55 -4.94 5.12  0.10
H -0.15 -4.30 7.31  0.09
H 1.13 -3.61 5.28  0.08
H -0.58 -0.16 4.98  0.11
H 0.35 -0.62 7.24  0.10
H 2.74 -1.16 7.49  0.09
H 4.22 -1.21 5.51  0.10
H 3.27 -0.76 3.26  0.10
H -2.04 1.34 1.72  0.05
H -2.71 3.68 2.01  0.10
H -1.25 5.26 3.23  0.09
H 0.88 4.45 4.19  0.09
H 1.56 2.10 3.89  0.10
H -3.86 -3.41 0.81  0.09
H -3.89 -5.41 -0.61  0.10
H -2.08 -5.81 -2.25  0.09
H -0.21 -4.18 -2.43  0.11
H -0.22 -2.16 -1.06  0.08
H -2.68 -1.48 3.74  0.07
H -4.87 -1.66 4.88  0.10
H -6.96 -1.36 3.59  0.09
H -6.84 -0.87 1.16  0.09
H -4.65 -0.70 0.05  0.10
C 0.18 0.88 -4.26  -0.14
C -1.11 1.69 -3.99  -0.14
C -1.75 0.97 -2.79  -0.18
O -0.77 0.06 -2.31  -0.22
C -0.06 -0.40 -3.45  -0.18
H 1.05 1.39 -3.85  0.11
H 0.35 0.69 -5.32  0.11
H -1.78 1.67 -4.85  0.10
H -0.89 2.73 -3.75  0.10
H -2.64 0.41 -3.10  0.12
H -2.01 1.66 -1.98  0.11
H -0.69 -1.10 -4.02  0.13
H 0.85 -0.90 -3.13  0.11
C 3.54 4.77 1.03  -0.03
N 2.38 4.08 0.54  -0.10
C 1.28 4.75 -0.11  -0.04
C 0.42 3.55 -0.54  -0.46
O -0.64 3.63 -1.13  0.05
N 1.05 2.40 -0.16  0.15
C 2.18 2.75 0.45  -0.40
N 3.07 1.86 0.87  0.24
H 3.81 5.58 0.34  0.09
H 4.39 4.09 1.11  0.08
H 3.36 5.22 2.02  0.09
H 1.61 5.32 -0.98  0.13
H 0.72 5.40 0.56  0.13
H 2.80 0.88 0.80  0.07
H 3.79 2.10 1.53  0.11
F 1.89 -0.32 -0.98  0.02
B 2.86 -1.39 -0.97  -1.26
F 4.11 -0.83 -0.71  0.11
F 2.51 -2.29 0.04  0.04
F 2.82 -2.02 -2.22  0.12


Molecular formula: C38H39BN3O6
Method: DFT, ωB97M-V with the def2-TZVPD basis set

The LUMO energy comes out at -2.912 eV. Its net charge is +1. As for the total energy: -2111.850075 Ha. The value obtained for the HOMO energy is -11.0 eV.

Each line ends with the Löwdin charge.
Atoms and positions in Å:
C 5.62 3.25 0.49  -0.03
O 4.99 3.65 -0.74  0.05
B 3.77 3.08 -0.97  -0.62
O 2.69 3.38 -0.16  0.17
C 3.52 2.06 -2.17  -0.12
C 2.95 0.76 -1.56  -0.06
C 4.23 -0.04 -1.29  -0.25
C 4.03 -1.40 -0.66  -0.12
C 3.20 -2.40 -1.48  -0.27
N 3.64 -3.79 -1.30  0.02
N 4.87 0.08 -2.64  -0.03
C 6.32 -0.30 -2.80  -0.04
C 6.63 -1.78 -2.74  -0.42
C 7.92 -2.11 -2.09  -0.02
N 5.91 -2.70 -3.21  0.19
C 4.79 1.57 -2.89  -0.05
H 4.89 3.10 1.28  0.09
H 6.20 2.35 0.32  0.08
H 6.29 4.03 0.82  0.10
H 2.65 2.69 0.53  0.12
H 2.85 2.55 -2.86  0.15
H 2.28 0.85 -0.73  0.13
H 2.49 0.18 -2.36  0.13
H 4.94 0.47 -0.64  0.16
H 5.00 -1.80 -0.37  0.11
H 3.50 -1.22 0.26  0.13
H 3.22 -2.10 -2.53  0.09
H 2.17 -2.34 -1.15  0.11
H 4.53 -3.81 -0.82  0.06
H 3.78 -4.21 -2.21  0.07
H 4.31 -0.42 -3.33  0.17
H 6.87 0.23 -2.05  0.14
H 6.61 0.03 -3.79  0.15
H 8.68 -1.49 -2.55  0.10
H 7.86 -1.85 -1.04  0.09
H 8.17 -3.14 -2.25  0.09
H 5.07 -2.32 -3.67  0.06
H 5.60 2.07 -2.38  0.13
H 4.91 1.78 -3.94  0.15
C -1.09 4.49 -0.90  -0.05
C -0.70 3.17 -0.76  -0.07
C -1.15 2.41 0.30  -0.01
C -1.99 2.99 1.25  -0.08
C -2.37 4.32 1.12  -0.07
C -1.92 5.07 0.04  0.01
C -3.25 4.97 2.14  -0.27
O -3.58 6.13 2.02  0.12
C -3.69 4.15 3.30  -0.08
C -4.46 4.74 4.29  0.00
C -4.89 4.00 5.37  -0.05
C -4.56 2.65 5.47  -0.05
C -3.79 2.05 4.49  0.00
C -3.34 2.80 3.41  -0.08
C -2.48 2.16 2.38  -0.27
O -2.18 0.98 2.46  0.09
H -0.74 5.08 -1.74  0.11
H -0.04 2.71 -1.49  0.10
H -0.85 1.38 0.41  0.11
H -2.23 6.10 -0.07  0.12
H -4.73 5.79 4.21  0.12
H -5.49 4.46 6.14  0.11
H -4.91 2.07 6.31  0.11
H -3.52 1.01 4.56  0.12
C -8.26 -4.65 -1.18  -0.05
C -8.21 -3.33 -1.63  -0.05
C -7.12 -2.53 -1.32  0.00
C -6.08 -3.04 -0.56  -0.08
C -6.13 -4.36 -0.09  -0.08
C -7.22 -5.16 -0.41  0.00
C -5.05 -4.91 0.76  -0.28
O -5.09 -6.06 1.16  0.11
C -3.91 -4.02 1.11  -0.08
C -2.91 -4.50 1.95  0.00
C -1.84 -3.68 2.28  -0.06
C -1.76 -2.39 1.77  -0.06
C -2.75 -1.91 0.94  -0.01
C -3.83 -2.72 0.61  -0.08
C -4.91 -2.17 -0.26  -0.28
O -4.83 -1.05 -0.71  0.10
H -9.10 -5.28 -1.42  0.11
H -9.03 -2.93 -2.21  0.11
H -7.08 -1.51 -1.67  0.12
H -7.25 -6.18 -0.06  0.12
H -2.97 -5.50 2.35  0.12
H -1.06 -4.05 2.94  0.11
H -0.92 -1.76 2.03  0.10
H -2.69 -0.90 0.54  0.11